# 1
Density functional theory data (ωB97M-V with the def2-TZVPD basis set) for the molecule C20H19N3O3.

The geometry in XYZ format:
```
45
Properties=species:S:1:pos:R:3:forces:R:3:nbo_charge:R:1
C 0.248 0.051 -4.324 -0.3 -0.2 0.1 -0.249
O 1.585 0.503 -4.417 0.5 0.5 0.1 -0.547
C 1.835 1.691 -3.746 0.0 -0.1 0.1 0.310
C 1.277 2.891 -4.147 0.0 -0.2 0.0 -0.260
C 1.558 4.058 -3.456 0.0 0.1 0.0 -0.239
C 2.401 4.017 -2.361 -0.1 0.1 0.0 -0.202
C 2.968 2.823 -1.955 0.0 -0.2 0.0 -0.257
C 2.699 1.641 -2.637 -0.2 0.2 -0.3 0.116
N 3.292 0.423 -2.327 0.1 -0.5 -0.1 -0.595
C 3.447 0.026 -0.954 -0.2 0.1 -0.3 -0.308
C 2.091 -0.282 -0.295 0.3 0.1 0.1 0.642
O 1.072 -0.395 -0.940 -0.2 -0.1 0.0 -0.614
N 2.186 -0.414 1.056 0.3 0.0 0.2 -0.434
N 1.237 -0.709 1.995 -0.2 -0.1 0.3 -0.332
C 0.004 -0.915 1.693 0.2 0.1 -0.6 0.096
C -0.979 -1.215 2.704 0.1 0.0 0.8 -0.228
C -0.628 -1.222 4.059 -0.1 0.0 -0.5 0.384
C -1.596 -1.480 5.051 -0.2 -0.1 0.1 -0.267
C -2.888 -1.735 4.709 0.4 0.1 0.1 -0.123
C -3.291 -1.755 3.355 0.1 0.0 -0.3 -0.125
C -4.629 -2.032 3.014 -0.1 0.0 -0.1 -0.157
C -5.032 -2.064 1.708 -0.1 0.0 0.2 -0.234
C -4.097 -1.817 0.697 0.2 0.1 -0.1 -0.195
C -2.790 -1.542 1.000 -0.1 0.0 -0.2 -0.222
C -2.337 -1.496 2.334 -0.1 0.0 0.3 0.072
H -2.108 -1.364 0.184 0.1 0.0 -0.1 0.208
H -4.412 -1.846 -0.336 0.0 0.0 -0.1 0.214
H -6.058 -2.278 1.452 -0.1 0.0 0.0 0.214
H -5.333 -2.223 3.812 -0.1 0.0 0.1 0.208
H -3.627 -1.930 5.472 -0.1 0.0 0.1 0.212
H -1.269 -1.465 6.079 0.0 0.0 0.1 0.227
O 0.616 -0.984 4.491 0.0 0.0 0.1 -0.669
H 1.186 -0.820 3.706 0.0 0.0 0.0 0.507
H -0.333 -0.861 0.667 0.2 0.0 0.0 0.216
H 3.094 -0.298 1.485 -0.2 0.0 -0.2 0.394
H 3.960 0.813 -0.395 0.0 -0.1 0.0 0.211
H 4.063 -0.879 -0.920 0.0 0.1 0.1 0.227
H 2.878 -0.308 -2.900 0.1 0.1 0.2 0.401
H 3.628 2.817 -1.100 0.1 0.0 0.1 0.203
H 2.622 4.923 -1.815 0.0 0.1 0.0 0.212
H 1.118 4.991 -3.773 0.0 0.1 0.0 0.213
H 0.618 2.909 -5.003 0.0 0.0 -0.1 0.218
H 0.198 -0.868 -4.906 -0.1 0.0 0.0 0.190
H -0.017 -0.158 -3.282 0.0 0.0 -0.1 0.195
H -0.458 0.779 -4.734 0.1 0.0 0.0 0.168
```
Forces are in eV/Å.

Frontier orbital gap (eV): 7.98
Energy relative to the best compared isomer or geometry (same formula, charge and spin) (kcal per mole): 66.93
SMILES: COc1ccccc1NCC(=O)N/N=C/c1c(O)ccc2ccccc12

# 2
Density functional theory data (ωB97M-V with the def2-TZVPD basis set) for the molecule C20H19NO3.

The geometry in XYZ format:
```
43
Properties=species:S:1:pos:R:3:forces:R:3:nbo_charge:R:1
C 0.770 -3.731 -4.564 0.2 0.4 0.1 -0.640
C 0.976 -2.221 -4.595 -0.4 -0.3 -0.3 -0.061
O 2.144 -1.809 -3.901 0.2 0.1 0.6 -0.529
C 2.056 -1.935 -2.524 0.0 0.0 -0.2 0.222
C 2.698 -3.007 -1.919 -0.1 0.2 0.0 -0.233
C 2.616 -3.189 -0.550 0.0 -0.1 -0.1 -0.224
C 1.868 -2.313 0.207 -0.1 0.1 -0.1 -0.202
C 1.216 -1.216 -0.364 0.3 -0.2 -0.5 -0.032
C 1.345 -1.003 -1.753 0.2 -0.1 0.0 0.253
O 0.769 0.113 -2.292 -0.1 -0.6 0.2 -0.519
C 1.479 0.822 -3.290 0.1 0.3 -0.3 -0.238
H 1.195 1.869 -3.169 0.0 -0.1 0.0 0.188
H 1.207 0.492 -4.296 0.0 0.0 0.1 0.180
H 2.558 0.720 -3.161 0.0 0.0 0.0 0.189
C 0.467 -0.349 0.522 -0.5 0.5 0.0 -0.160
C -0.464 0.561 0.198 0.4 -0.5 -0.2 -0.222
C -1.154 1.367 1.185 -0.2 0.2 0.6 0.184
N -0.877 1.192 2.463 0.1 -0.1 -0.3 -0.460
C -1.516 1.937 3.380 -0.3 0.4 0.0 0.105
C -2.485 2.919 3.056 0.3 -0.3 0.0 -0.082
C -3.096 3.645 4.093 -0.1 0.2 0.2 -0.222
C -2.752 3.399 5.397 -0.2 0.2 -0.3 -0.183
C -1.796 2.431 5.730 0.4 -0.4 -0.1 -0.285
C -1.179 1.703 4.742 -0.1 0.2 0.2 0.328
O -0.253 0.761 5.017 0.0 0.0 0.1 -0.662
H 0.022 0.402 4.154 0.0 0.0 0.0 0.503
H -1.537 2.249 6.761 0.0 0.0 0.1 0.224
H -3.222 3.958 6.192 0.0 0.1 0.0 0.215
H -3.834 4.394 3.846 -0.1 0.1 0.0 0.209
C -2.766 3.090 1.682 0.1 -0.1 0.0 -0.135
C -2.112 2.325 0.761 0.0 0.1 0.1 -0.236
H -2.308 2.436 -0.296 0.0 0.0 -0.1 0.217
H -3.498 3.827 1.380 0.0 0.0 0.0 0.216
H -0.745 0.729 -0.829 0.0 0.0 -0.1 0.224
H 0.678 -0.487 1.575 0.0 0.0 0.1 0.212
H 1.780 -2.467 1.272 0.0 0.0 0.1 0.213
H 3.121 -4.021 -0.084 0.0 -0.1 0.0 0.217
H 3.253 -3.689 -2.543 0.0 0.0 -0.1 0.226
H 1.131 -1.882 -5.623 -0.1 0.0 0.1 0.188
H 0.089 -1.720 -4.183 0.1 0.1 -0.1 0.172
H -0.097 -3.992 -5.165 -0.1 -0.1 -0.1 0.216
H 1.644 -4.237 -4.967 0.1 -0.1 0.0 0.211
H 0.606 -4.072 -3.544 0.0 -0.1 0.0 0.216
```
Forces are in eV/Å.

Frontier orbital gap (eV): 7.53
Energy relative to the best compared isomer or geometry (same formula, charge and spin) (kcal per mole): 22.93
SMILES: CCOc1cccc(/C=C/c2ccc3cccc(O)c3n2)c1OC

# 3
Density functional theory data (ωB97M-V with the def2-TZVPD basis set) for the molecule C20H19NO8.

The geometry in XYZ format:
```
48
Properties=species:S:1:pos:R:3:forces:R:3:nbo_charge:R:1
C 4.075 -5.244 -1.842 0.2 -0.4 0.0 -0.259
H 4.183 -5.838 -0.932 0.0 0.1 -0.1 0.194
H 4.996 -4.713 -2.065 -0.1 0.0 0.0 0.199
H 3.807 -5.911 -2.665 0.0 0.1 0.1 0.194
O 3.078 -4.249 -1.668 -0.1 0.4 0.0 -0.498
C 1.851 -4.689 -1.379 0.1 -0.3 0.0 0.780
O 1.571 -5.857 -1.261 0.0 0.1 0.0 -0.588
C 0.872 -3.580 -1.214 -0.4 0.3 0.1 -0.114
C 1.247 -2.256 -1.375 0.2 -0.2 0.0 -0.235
C 0.315 -1.229 -1.212 -0.2 -0.4 0.0 0.284
C -1.020 -1.561 -0.884 0.3 -0.2 -0.1 -0.229
C -1.373 -2.904 -0.728 0.1 0.1 0.0 -0.143
C -0.445 -3.907 -0.888 0.2 -0.1 -0.1 -0.209
H -0.711 -4.946 -0.771 0.0 -0.1 0.0 0.241
H -2.395 -3.145 -0.482 0.0 0.0 0.0 0.234
C -2.055 -0.520 -0.720 -0.2 0.3 0.0 0.789
O -1.908 0.665 -0.946 -0.1 -0.1 0.1 -0.614
O -3.221 -1.013 -0.279 0.3 -0.3 0.0 -0.505
C -4.273 -0.073 -0.126 -0.2 0.4 0.0 -0.260
H -5.097 -0.613 0.333 0.1 0.0 0.0 0.199
H -4.571 0.324 -1.099 0.0 0.0 0.1 0.196
H -3.956 0.760 0.505 -0.1 -0.1 0.0 0.196
N 0.671 0.099 -1.339 -0.5 0.4 0.1 -0.649
C 1.870 0.635 -1.685 -0.2 0.4 0.2 0.668
O 2.854 0.033 -2.046 0.2 0.0 -0.1 -0.592
C 1.846 2.164 -1.603 0.7 0.1 -0.2 -0.175
H 2.836 2.537 -1.318 -0.2 -0.2 -0.1 0.241
O 0.871 2.583 -0.662 -0.2 0.0 -0.2 -0.506
C 1.204 3.535 0.220 0.2 0.2 0.1 0.799
O 2.222 4.176 0.168 -0.1 0.0 0.0 -0.580
C 0.142 3.713 1.242 -0.1 -0.2 0.1 -0.239
C -0.195 5.004 1.626 0.1 -0.2 -0.1 -0.131
C -1.177 5.226 2.573 -0.1 0.1 0.1 -0.251
C -1.816 4.143 3.150 0.1 0.1 -0.1 -0.170
C -1.469 2.848 2.804 0.0 -0.3 0.0 -0.322
C -0.485 2.610 1.849 0.0 0.2 0.0 0.421
O -0.051 1.374 1.492 0.0 0.4 0.0 -0.509
C -0.519 0.258 2.209 -0.1 -0.2 0.2 -0.256
H 0.030 -0.597 1.818 -0.1 0.0 0.0 0.207
H -0.319 0.358 3.280 0.0 0.0 0.0 0.185
H -1.591 0.095 2.055 0.0 0.0 0.0 0.172
H -1.974 2.026 3.285 0.0 -0.1 0.0 0.219
H -2.587 4.300 3.890 -0.1 0.0 0.1 0.216
H -1.440 6.232 2.860 0.0 0.1 0.0 0.219
H 0.326 5.827 1.162 0.1 0.1 0.0 0.230
H 1.594 2.567 -2.592 0.0 0.0 0.1 0.211
H -0.072 0.763 -1.107 0.2 -0.2 0.0 0.462
H 2.264 -2.009 -1.631 0.0 0.0 0.0 0.276
```
Forces are in eV/Å.

Frontier orbital gap (eV): 8.54
Energy relative to the best compared isomer or geometry (same formula, charge and spin) (kcal per mole): 0.00
SMILES: COC(=O)c1ccc(C(=O)OC)c(NC(=O)COC(=O)c2ccccc2OC)c1

# 4
Density functional theory data (ωB97M-V with the def2-TZVPD basis set) for a structure of composition C20H20BN6PtS2Se.

The geometry in XYZ format:
```
51
Properties=species:S:1:pos:R:3:forces:R:3:nbo_charge:R:1
Pt 0.220 0.703 -0.617 0.5 0.0 -0.9 0.677
C -2.200 -1.023 2.757 0.0 0.0 0.0 -0.394
N -0.930 -1.654 2.498 0.1 0.0 0.0 -0.386
C -0.672 -3.013 2.480 0.0 0.0 0.0 -0.098
C 0.647 -3.144 2.250 0.0 0.0 -0.1 -0.052
N 1.209 -1.889 2.128 0.1 0.1 0.1 -0.527
B 2.734 -1.655 1.858 -0.2 0.0 0.1 0.188
N 2.998 -1.873 0.317 0.1 0.1 -0.1 -0.477
C 3.225 -3.110 -0.237 -0.1 0.0 0.0 -0.045
C 3.271 -2.983 -1.581 -0.1 0.0 0.0 -0.080
N 3.075 -1.649 -1.847 0.1 0.0 0.1 -0.350
C 2.916 -1.048 -3.153 0.0 0.0 -0.1 -0.401
C 2.910 -0.985 -0.681 0.0 -0.2 0.0 0.306
S 2.611 0.713 -0.611 -0.5 0.1 0.0 -0.209
C 0.232 -0.966 2.301 0.0 0.1 -0.1 0.278
S 0.317 0.726 2.251 -0.1 -0.1 0.5 -0.369
H -2.966 -1.796 2.818 0.0 0.0 0.0 0.193
H -2.443 -0.321 1.960 0.0 0.0 0.0 0.221
H -2.160 -0.459 3.689 0.0 0.0 0.0 0.211
H -1.447 -3.751 2.586 0.0 0.0 0.0 0.213
H 1.231 -4.037 2.119 0.0 0.0 0.0 0.219
H 3.057 -0.553 2.186 0.0 0.0 0.0 -0.011
H 3.330 -2.549 2.422 0.1 0.0 0.0 -0.074
H 3.308 -3.989 0.375 0.0 0.0 0.0 0.225
H 3.370 -3.719 -2.358 0.0 0.0 0.0 0.220
H 2.997 -1.830 -3.905 0.0 0.0 0.0 0.200
H 3.677 -0.288 -3.320 0.0 0.0 0.0 0.214
H 1.938 -0.571 -3.216 0.0 0.0 0.0 0.241
C -4.044 0.080 -0.920 -0.1 0.1 0.0 -0.278
C -4.539 1.376 -0.814 0.1 -0.2 0.0 -0.165
C -3.648 2.418 -0.688 0.0 0.2 0.0 -0.240
C -2.274 2.175 -0.668 -0.1 -0.2 0.0 0.209
N -1.813 0.905 -0.762 -0.2 0.2 0.0 -0.434
C -2.679 -0.107 -0.886 0.1 -0.2 0.0 0.068
C -1.234 3.183 -0.542 0.3 0.3 0.0 -0.095
C -1.492 4.555 -0.467 -0.1 -0.1 0.0 -0.197
C -0.450 5.451 -0.351 0.0 0.1 0.0 -0.264
C 0.860 4.978 -0.300 0.0 -0.1 0.0 -0.193
C 1.121 3.619 -0.365 0.0 0.2 0.0 -0.257
C 0.087 2.689 -0.495 0.0 -0.4 0.0 -0.139
H -4.702 -0.771 -1.027 0.0 0.0 0.0 0.222
H -5.606 1.556 -0.823 0.0 0.0 0.0 0.210
H -4.002 3.435 -0.598 0.0 0.0 0.0 0.214
H -2.247 -1.096 -0.956 0.0 0.0 0.0 0.237
H -2.511 4.923 -0.496 0.0 0.0 0.0 0.190
H -0.650 6.514 -0.294 0.0 0.0 0.0 0.199
H 1.682 5.678 -0.204 0.0 0.0 0.0 0.200
H 2.148 3.279 -0.306 0.0 0.0 0.0 0.219
Se -0.477 -4.241 -1.336 -0.2 -0.5 -0.1 -0.329
C -0.113 -2.510 -1.147 0.2 0.5 0.1 0.137
N 0.126 -1.379 -1.024 -0.1 0.1 0.3 -0.647
```
Forces are in eV/Å.

Charge: -1
Frontier orbital gap (eV): 5.91
Energy relative to the best compared isomer or geometry (same formula, charge and spin) (kcal per mole): 12.88

# 5
Density functional theory data (ωB97M-V with the def2-TZVPD basis set) for a structure of composition C20H20BaN4O6.

The geometry in XYZ format:
```
51
Properties=species:S:1:pos:R:3:forces:R:3:mulliken_charge:R:1
C 0.491 -1.563 -4.895 -0.2 -0.3 -0.2 -0.524
C -0.523 -0.656 -5.589 0.2 0.2 0.1 -0.824
H 1.513 -1.263 -5.140 0.0 0.0 0.1 0.282
H 0.347 -2.584 -5.275 0.2 0.2 0.3 0.291
H 0.383 -1.622 -3.797 -0.1 0.0 -0.4 -0.042
H -0.556 0.362 -5.197 0.1 0.0 0.1 0.200
H -0.278 -0.582 -6.644 0.1 0.0 -0.2 0.337
H -1.528 -1.047 -5.527 -0.3 -0.1 0.2 0.294
C 3.225 1.172 0.718 0.6 0.9 0.6 -0.210
C 4.196 1.736 1.572 -0.7 0.4 -0.3 -0.687
C 4.045 3.067 2.000 -0.2 -0.5 -0.5 -0.438
C 2.917 3.773 1.583 -0.3 -0.4 -0.4 -0.547
H 3.328 0.119 0.423 -0.2 0.5 -0.1 0.334
H 5.042 1.144 1.877 0.1 -0.1 0.1 0.393
H 4.794 3.545 2.636 -0.3 -0.2 -0.2 0.413
H 2.754 4.817 1.885 0.2 -0.8 -0.1 0.231
N 2.182 1.869 0.263 0.0 0.3 0.6 0.071
C 1.984 3.132 0.729 1.2 -0.6 0.1 0.306
C 0.759 3.822 0.278 -0.7 0.6 -0.5 0.726
N -0.067 3.123 -0.533 0.0 0.3 0.3 0.140
C -1.204 3.700 -0.953 0.3 0.5 0.3 -0.117
C -0.664 5.768 0.208 -0.3 -0.6 -0.5 -0.463
C -1.534 5.015 -0.610 0.3 0.2 0.3 -0.777
H -1.864 3.097 -1.586 0.4 0.2 0.3 0.196
H -2.467 5.427 -0.997 0.3 0.0 0.2 0.402
C 0.505 5.157 0.668 -0.7 -0.6 -0.7 -0.656
H 1.205 5.705 1.275 -0.1 0.0 0.1 0.255
H -0.900 6.809 0.463 0.1 -0.5 -0.1 0.405
Ba 0.391 0.266 -1.630 -0.5 1.1 -0.1 1.537
C -2.099 1.085 -2.659 1.0 -0.1 0.1 -1.664
H -2.117 1.890 -3.416 -0.2 -0.3 0.1 0.323
H -2.893 1.244 -1.917 0.0 -0.2 -0.2 0.352
H -2.214 0.101 -3.149 -0.4 0.3 0.0 0.426
O -1.017 -1.708 -0.695 0.7 -0.2 1.8 -0.949
C -0.517 -1.550 0.473 0.3 0.7 -0.7 0.988
O 0.220 -0.551 0.788 -0.8 -1.5 0.2 -0.920
C -0.782 -2.636 1.517 -0.2 -1.2 0.7 -0.155
C -0.071 -2.780 2.734 -0.4 -0.9 0.5 -0.482
C -0.345 -3.893 3.613 -0.6 1.0 -2.0 -0.029
C -1.334 -4.839 3.328 -0.3 0.3 -0.8 -0.150
C -2.032 -4.685 2.115 1.4 1.7 0.2 -0.143
C -1.755 -3.615 1.213 -0.1 -0.6 0.5 -0.398
N -3.086 -5.606 1.773 -2.2 -1.7 -1.0 0.987
O -3.332 -6.573 2.521 0.7 1.8 -1.1 -0.590
O -3.718 -5.382 0.718 1.1 -0.4 1.9 -0.587
N 0.399 -4.099 4.833 1.2 -0.8 2.7 0.991
O 1.286 -3.303 5.183 -1.6 -1.0 -1.1 -0.598
O 0.103 -5.115 5.508 0.6 1.9 -1.3 -0.587
H 0.703 -2.073 3.034 -0.2 -0.1 -0.2 0.544
H -1.565 -5.656 4.017 0.2 0.4 -0.4 0.569
H -2.311 -3.565 0.265 0.4 0.1 0.6 0.547
```
Forces are in eV/Å.

Frontier orbital gap (eV): 5.19
Energy relative to the best compared isomer or geometry (same formula, charge and spin) (kcal per mole): 0.00

Computed maximum force, in the same sequence as the records: 0.78 0.73 0.71 0.98 3.04 eV Å⁻¹.